(1)
A 4-piece molecular cluster, C36H65N5O3S overall, computed with ωB97M-V/def2-TZVPD.

Values from the calculation:
LUMO level (spin up / spin down) in eV: -4.99 / -4.99
Kohn-Sham gap (spin up / spin down) in eV: 5.22 / 5.80
Total charge: +1
Multiplicity: 4

XYZ file:
```
110
C36H65N5O3S | the Open Molecules 2025 dataset | ωB97M-V/def2-TZVPD
C 3.974 -5.395 -2.122
H 1.914 -4.621 -1.898
H 2.046 -6.366 -1.644
H 3.957 0.816 3.069
C 4.823 -6.496 -1.431
H -1.443 1.479 -4.038
H -1.939 -0.440 2.701
H 0.133 2.441 4.078
C -2.614 1.147 -2.196
C 6.900 -5.086 -1.670
C -4.726 -0.264 -1.917
N -6.048 6.403 3.269
H -0.928 0.453 5.295
H -3.934 -1.249 -0.136
H 4.142 -1.497 1.921
H -7.497 5.051 3.650
C 3.068 -1.463 1.702
C 6.703 -2.584 -2.069
H -1.498 1.026 1.800
C 2.654 -1.279 4.108
H -0.734 4.618 0.743
C -3.616 6.548 -0.181
H -2.559 4.271 1.223
H -4.112 -0.912 -3.955
H -2.022 2.788 -0.799
H -2.294 -1.701 -2.658
H -0.538 6.421 5.088
H -3.898 7.652 -0.465
C -1.723 5.089 1.216
H -4.295 -2.356 -1.447
H -2.054 1.154 3.457
H 7.758 -2.540 -2.365
H -1.851 -2.061 -1.005
C -2.384 1.010 -3.730
H 7.933 -5.102 -2.040
O 0.611 -0.312 1.157
C 2.309 -0.589 2.756
C -0.179 -0.137 4.754
H -1.779 7.377 0.998
H -3.881 8.917 1.312
O 4.457 -3.544 -0.768
C -5.084 6.692 2.222
H 3.671 -1.687 4.101
H -0.534 -1.176 4.746
C 0.017 0.395 3.311
N -4.079 1.089 -1.872
H -0.767 0.029 -1.835
C 2.144 1.807 3.665
C -0.770 5.912 4.033
C -1.338 5.528 2.781
C -6.150 -0.276 -1.267
H -1.360 6.451 -0.619
H 4.405 -7.488 -1.651
H 6.849 -7.192 -1.209
H 2.979 -1.082 0.681
C 6.316 -4.122 -3.934
H 4.766 -6.381 -0.341
H -3.183 1.502 -4.299
C -5.600 4.609 0.580
H -3.702 5.913 -1.183
H 6.393 -5.155 -4.269
H 0.720 -0.091 5.365
H 0.515 2.303 2.373
H 6.175 -1.790 -2.613
H -6.120 -0.140 -0.180
H 2.628 -0.600 4.959
H 2.696 -2.496 1.717
H 6.678 -2.343 -1.003
H 5.517 -3.629 -4.504
H 4.588 -6.043 -4.159
C -1.449 0.539 2.781
H 6.966 -4.857 -0.598
H -1.734 0.274 -0.393
C -5.007 -0.650 -3.392
C -4.746 5.964 0.853
H 2.906 1.252 1.736
C 3.693 -5.782 -3.597
C 6.086 -3.984 -2.401
O -4.243 1.588 -0.563
C -1.800 0.045 -1.465
H 7.257 -3.652 -4.243
H -5.656 -1.532 -3.453
H 2.545 2.820 3.539
H -5.488 3.912 -0.348
H 2.300 1.551 4.718
H 1.978 -2.120 4.311
C 6.295 -6.480 -1.833
C -2.067 6.433 0.343
H 6.406 -6.832 -2.863
C -3.877 -1.364 -1.226
C -1.997 2.547 -1.865
S -4.070 8.282 2.551
N -6.742 5.295 2.937
C 2.906 0.844 2.755
H -7.347 3.445 1.734
H -6.786 0.510 -1.693
H 3.182 -4.969 -4.127
C 2.550 -5.407 -1.472
C -6.637 4.391 1.790
C 0.653 1.810 3.343
H 3.044 -6.664 -3.658
H -5.518 0.163 -3.922
H -2.525 3.341 -2.409
H -2.307 -0.024 -4.064
N 0.825 -0.592 2.522
H 2.580 -5.271 -0.384
H -0.942 2.592 -2.161
C -2.405 -1.349 -1.628
N 4.621 -4.042 -2.076
H -6.654 -1.234 -1.440
```


(2)
One molecule with the formula C4H6N2O, computed with ωB97M-V/def2-TZVPD.

Values from the calculation:
LUMO level in eV: 0.76
Kohn-Sham gap in eV: 9.55
Total charge: 0

XYZ file:
```
13
C4H6N2O | the Open Molecules 2025 dataset | ωB97M-V/def2-TZVPD
N 1.093 0.201 -0.328
C 1.260 -1.019 -0.859
N -0.246 0.366 0.033
H -1.896 -0.627 -0.868
H -0.280 -1.700 -2.170
H -1.669 0.924 1.413
C -0.049 -1.685 -1.058
H -1.274 -1.378 0.729
O -0.005 2.129 1.423
H 2.241 -1.387 -1.157
C -0.686 1.228 1.073
H 0.107 -2.759 -0.794
C -1.046 -0.871 -0.235
```


(3)
One molecule with the formula C6H13N, computed with ωB97M-V/def2-TZVPD.

Values from the calculation:
LUMO level in eV: 1.06
Kohn-Sham gap in eV: 9.67
Total charge: 0

XYZ file:
```
20
C6H13N | the Open Molecules 2025 dataset | ωB97M-V/def2-TZVPD
H -1.561 0.252 -1.532
H -0.135 -1.032 -0.115
H -3.785 -0.618 -1.604
H 2.562 -0.637 1.206
H 1.788 1.624 0.973
C -0.885 -0.392 0.428
C 1.147 0.817 1.181
H -3.482 -1.254 0.175
H 1.407 -0.613 -1.635
H -0.816 1.703 1.137
C -3.132 -0.683 -0.717
C -1.866 -0.319 -0.732
H -0.301 1.448 -0.461
C -0.247 0.998 0.558
C 2.233 -0.391 -0.820
H 2.697 0.616 -1.226
H 3.097 -1.135 -1.082
N 1.751 -0.384 0.583
H 1.017 0.738 2.269
H -1.488 -0.737 1.414
```


(4)
A 2-piece molecular cluster, C3H8NO3 overall, computed with ωB97M-V/def2-TZVPD.

Values from the calculation:
LUMO level in eV: -5.53
Kohn-Sham gap in eV: 10.03
Total charge: +1

XYZ file:
```
15
C3H8NO3 | the Open Molecules 2025 dataset | ωB97M-V/def2-TZVPD
C 0.986 0.494 0.930
H 0.633 1.535 1.253
H 1.125 -0.290 1.711
H -0.716 -2.540 -0.192
O 2.100 0.658 0.163
C -0.238 0.051 0.155
O -2.356 0.990 0.239
O -0.021 -1.856 -0.324
H 0.026 -0.565 -1.643
H -1.826 -0.525 1.498
H 2.635 -0.133 0.213
H 0.503 1.091 -1.637
C -1.648 0.138 0.662
H -1.029 0.584 -1.697
N -0.173 0.368 -1.332
```


(5)
A 2-piece molecular cluster, CF4N2 overall, computed with ωB97M-V/def2-TZVPD.

Values from the calculation:
LUMO level in eV: -0.16
Kohn-Sham gap in eV: 11.23
Total charge: 0

XYZ file:
```
7
CF4N2 | the Open Molecules 2025 dataset | ωB97M-V/def2-TZVPD
F -1.197 -1.792 -0.229
C 2.133 0.662 -0.442
F 0.967 1.280 -0.140
F -1.810 0.798 -0.661
N -1.246 0.296 0.540
N -0.997 -0.803 0.752
F 2.150 -0.440 0.181
```


(6)
A 3-piece molecular cluster, C11H23N2O5 overall, computed with ωB97M-V/def2-TZVPD.

Values from the calculation:
LUMO level in eV: 2.75
Kohn-Sham gap in eV: 6.75
Total charge: -1

XYZ file:
```
41
C11H23N2O5 | the Open Molecules 2025 dataset | ωB97M-V/def2-TZVPD
H 0.406 -4.946 0.548
H -0.758 0.038 4.028
C 1.980 3.207 0.323
C -2.191 -1.646 2.116
H 2.521 5.263 -1.563
C 2.981 4.300 -1.787
C 0.254 -4.132 -0.165
H -2.526 -0.922 -0.229
O 1.675 2.310 -1.848
O -3.365 -1.407 2.450
N -1.352 0.400 3.292
H 3.601 -3.570 -0.968
H -0.275 0.107 0.247
C -1.184 0.363 0.800
H -0.533 -3.482 0.228
H -3.168 0.917 -1.915
H -1.116 1.421 1.044
C 1.549 -3.389 -0.360
H -0.566 1.898 -2.072
C -2.165 0.734 -1.524
H 2.483 -4.653 -1.830
H 1.484 4.133 0.621
O -1.695 -2.742 1.769
C -2.368 0.156 -0.114
C 2.726 -4.208 -0.864
H 3.034 4.165 -2.865
N -1.413 2.006 -1.529
H -1.943 2.720 -2.011
O 1.679 -2.208 -0.142
H -0.049 -4.568 -1.122
H 3.990 4.297 -1.371
H 2.946 -5.015 -0.162
H 1.368 2.361 0.627
H -2.311 0.286 3.607
C 2.165 3.182 -1.174
C -1.183 -0.467 2.104
H -0.208 -0.945 2.168
H -4.223 0.114 0.497
H 2.950 3.160 0.822
H -1.685 -0.004 -2.169
O -3.515 0.763 0.491
```


Relative energy (zero: lowest compared OMol25 entry of this formula, charge and spin) list, top to bottom, in kJ/mol: 1022.9 214.5 240.1 384.1 130.8 0.0
Calculated total energy list, top to bottom, in eV: -62791.1435 -9271.2786 -7920.3444 -10862.9202 -14879.8233 -24999.0858